Entry 1:
{"formula": "C13H32BrClO10P2", "method": "wB97M-V/def2-TZVPD", "elements": ["C", "C", "C", "Cl", "C", "C", "O", "C", "Br", "O", "C", "H", "H", "H", "H", "H", "H", "H", "H", "H", "H", "H", "H", "H", "H", "C", "O", "P", "O", "O", "C", "O", "C", "H", "H", "H", "H", "H", "H", "H", "H", "H", "C", "O", "P", "O", "O", "C", "O", "C", "H", "H", "H", "H", "H", "H", "H", "H", "H"], "xyz": [[-2.27, 0.58, 1.59], [-1.08, 1.55, 1.53], [-0.91, 2.23, 0.17], [-0.15, 3.83, 0.42], [-0.20, 1.39, -0.93], [1.29, 1.67, -1.10], [1.73, 0.92, -2.23], [3.05, 0.53, -2.18], [3.24, -1.11, -3.24], [-0.49, 0.01, -0.85], [0.49, -0.72, -0.13], [-3.18, 1.17, 1.59], [-2.32, -0.06, 0.71], [-2.23, -0.01, 2.49], [-0.17, 1.11, 1.91], [-1.32, 2.35, 2.23], [-1.91, 2.43, -0.20], [-0.64, 1.72, -1.88], [1.88, 1.45, -0.21], [1.45, 2.72, -1.32], [3.40, 0.30, -1.18], [3.72, 1.25, -2.65], [1.34, -0.93, -0.78], [0.07, -1.68, 0.15], [0.88, -0.21, 0.74], [-5.86, -1.39, -1.14], [-5.74, 0.02, -1.35], [-5.55, 0.50, -2.85], [-6.63, 0.03, -3.71], [-4.17, -0.29, -3.21], [-3.09, -0.38, -2.27], [-5.09, 1.97, -3.22], [-4.64, 2.17, -4.57], [-6.80, -1.57, -0.64], [-5.83, -1.95, -2.08], [-5.04, -1.71, -0.50], [-2.80, -1.43, -2.18], [-3.38, -0.02, -1.28], [-2.25, 0.19, -2.63], [-5.46, 2.02, -5.26], [-3.81, 1.51, -4.81], [-4.30, 3.20, -4.62], [5.21, -1.88, 0.77], [4.26, -2.58, 1.61], [3.59, -1.57, 2.66], [3.02, -0.49, 1.83], [4.95, -1.09, 3.42], [5.94, -2.03, 3.84], [2.73, -1.81, 3.97], [2.56, -0.69, 4.85], [4.86, -1.97, -0.26], [5.29, -0.83, 1.03], [6.19, -2.35, 0.87], [6.91, -1.70, 3.48], [5.75, -3.03, 3.45], [5.96, -2.07, 4.93], [1.99, 0.09, 4.35], [3.52, -0.29, 5.17], [2.02, -1.06, 5.71]], "gap_ev": 10.0364, "lumo_energy_ev": 0.38, "e_homo_ev": -9.66, "charge": 0}

=====

Entry 2:
{"formula": "C13H32IIrO2Se2Si2Te", "method": "wB97M-V/def2-TZVPD", "elements": ["Ir", "O", "C", "C", "C", "O", "C", "Se", "C", "Se", "H", "H", "H", "H", "H", "H", "H", "H", "H", "H", "I", "C", "Si", "C", "C", "C", "Te", "C", "Si", "C", "C", "C", "H", "H", "H", "H", "H", "H", "H", "H", "H", "H", "H", "H", "H", "H", "H", "H", "H", "H", "H", "H", "H", "H"], "xyz": [[-0.13, 0.50, -0.15], [1.18, 2.67, -1.37], [2.16, 3.50, -0.78], [2.62, 2.93, 0.56], [3.78, 3.86, 1.05], [3.39, 5.18, 1.29], [1.54, 3.01, 1.64], [-0.31, 2.56, 1.18], [3.24, 1.54, 0.43], [2.31, 0.11, -0.55], [0.88, 3.07, -2.20], [1.74, 4.50, -0.62], [3.03, 3.57, -1.45], [4.60, 3.82, 0.32], [4.15, 3.49, 2.01], [3.25, 5.64, 0.45], [1.49, 4.04, 2.00], [1.81, 2.37, 2.48], [3.43, 1.14, 1.43], [4.20, 1.63, -0.08], [-1.13, -1.67, 1.06], [-4.62, 1.95, -2.55], [-4.51, 0.71, -1.10], [-6.26, 0.10, -0.68], [-3.71, 1.54, 0.41], [-3.57, -0.89, -1.60], [-1.50, -0.75, -2.15], [-1.94, -0.02, -4.14], [-1.61, -1.55, -5.23], [-2.13, -1.26, -7.04], [0.27, -1.86, -5.14], [-2.59, -3.05, -4.58], [-5.22, 2.80, -2.25], [-5.10, 1.51, -3.42], [-3.65, 2.33, -2.85], [-6.90, 0.92, -0.37], [-6.25, -0.63, 0.12], [-6.74, -0.37, -1.54], [-4.32, 2.37, 0.76], [-2.73, 1.95, 0.16], [-3.59, 0.85, 1.23], [-4.05, -1.36, -2.46], [-3.61, -1.59, -0.78], [-1.29, 0.81, -4.40], [-2.97, 0.33, -4.18], [-1.61, -0.42, -7.49], [-3.20, -1.08, -7.12], [-1.90, -2.14, -7.63], [0.82, -1.04, -5.59], [0.54, -2.77, -5.68], [0.61, -1.97, -4.11], [-3.67, -2.88, -4.67], [-2.37, -3.27, -3.54], [-2.37, -3.94, -5.17]], "de_lowest_ev": 1.852, "gap_ev": [5.8558, 5.8434], "lumo_energy_ev": [-1.34, -1.35], "e_homo_ev": [-7.20, -7.19], "charge": 0}

=====

Entry 3:
{"formula": "C13H32KNO4", "method": "wB97M-V/def2-TZVPD", "elements": ["K", "C", "C", "O", "H", "H", "H", "H", "H", "C", "C", "C", "C", "C", "C", "N", "O", "C", "C", "C", "H", "H", "H", "H", "H", "H", "H", "H", "H", "H", "H", "H", "H", "H", "H", "H", "H", "H", "H", "C", "O", "H", "H", "H", "H", "C", "O", "H", "H", "H", "H"], "xyz": [[3.51, -13.32, 30.07], [7.83, -15.41, 29.46], [6.95, -14.59, 30.37], [6.02, -15.39, 31.12], [8.42, -14.72, 28.85], [7.28, -16.07, 28.80], [8.49, -16.14, 29.94], [6.42, -13.79, 29.86], [7.60, -14.14, 31.13], [-1.52, -14.57, 29.22], [-0.66, -13.48, 28.64], [-1.51, -12.66, 27.62], [-2.71, -11.86, 28.17], [-2.09, -10.94, 29.26], [-1.16, -11.62, 30.35], [-0.17, -12.55, 29.71], [0.78, -13.04, 30.54], [-0.36, -10.40, 30.93], [-1.96, -12.23, 31.44], [0.63, -14.04, 27.97], [-1.05, -15.05, 30.08], [-1.65, -15.41, 28.54], [-2.53, -14.23, 29.44], [-0.87, -11.93, 27.13], [-1.68, -13.25, 26.71], [-3.53, -12.52, 28.44], [-3.10, -11.32, 27.31], [-2.87, -10.33, 29.71], [-1.47, -10.24, 28.71], [-1.08, -9.73, 31.41], [0.38, -10.74, 31.66], [0.12, -9.90, 30.08], [-2.73, -12.94, 31.13], [-1.24, -12.77, 32.06], [-2.44, -11.57, 32.16], [1.38, -14.50, 28.62], [1.19, -13.26, 27.46], [0.47, -14.89, 27.31], [0.42, -13.91, 30.77], [2.83, -10.17, 28.63], [3.35, -10.44, 29.88], [3.65, -10.18, 27.92], [2.25, -11.07, 28.44], [2.43, -9.16, 28.56], [4.13, -9.89, 30.02], [3.22, -12.38, 33.82], [3.81, -13.25, 32.89], [3.35, -12.66, 34.86], [3.64, -11.40, 33.59], [2.16, -12.25, 33.57], [3.71, -14.14, 33.24]], "multiplicity": 2, "s_squared": 0.75, "gap_ev": [1.9302, 5.4442], "lumo_energy_ev": [2.16, 2.43], "e_homo_ev": [0.23, -3.01], "charge": -1}

=====

Entry 4:
{"formula": "C13H32N2O3P", "method": "wB97M-V/def2-TZVPD", "elements": ["C", "C", "O", "P", "C", "C", "C", "C", "N", "C", "C", "O", "H", "H", "H", "H", "H", "H", "H", "H", "H", "H", "H", "H", "H", "H", "H", "H", "H", "H", "C", "N", "C", "C", "C", "C", "O", "H", "H", "H", "H", "H", "H", "H", "H", "H", "H", "H", "H", "H", "H"], "xyz": [[4.89, -2.35, 0.70], [6.01, -1.34, 0.42], [5.48, -0.03, 0.21], [6.02, 1.21, 1.18], [4.42, 2.02, 1.61], [3.80, 2.82, 0.46], [3.54, 2.04, -0.83], [2.56, 0.87, -0.69], [1.61, 1.01, 0.42], [1.24, -0.07, 1.17], [-0.16, -0.05, 1.75], [2.00, -0.99, 1.41], [3.96, -1.81, 0.91], [5.11, -2.97, 1.57], [4.72, -2.99, -0.16], [6.55, -1.61, -0.49], [6.74, -1.33, 1.24], [6.10, 0.48, 2.39], [3.71, 1.30, 2.04], [4.70, 2.71, 2.41], [4.46, 3.67, 0.23], [2.86, 3.27, 0.81], [3.14, 2.74, -1.58], [4.49, 1.67, -1.23], [3.11, -0.06, -0.54], [1.98, 0.78, -1.62], [0.82, 1.62, 0.20], [-0.11, 0.39, 2.76], [-0.51, -1.08, 1.82], [-0.84, 0.56, 1.15], [-4.87, 0.63, 0.06], [-5.29, -0.22, -1.10], [-5.84, 0.68, -2.16], [-6.37, -1.15, -0.65], [-4.14, -0.99, -1.71], [-3.47, -2.03, -0.84], [-2.88, -1.40, 0.29], [-5.67, 1.33, 0.27], [-4.68, 0.01, 0.93], [-3.96, 1.17, -0.21], [-6.68, 1.23, -1.76], [-6.15, 0.08, -3.01], [-5.05, 1.37, -2.47], [-6.00, -1.77, 0.16], [-6.68, -1.77, -1.50], [-7.21, -0.56, -0.30], [-3.42, -0.24, -2.02], [-4.54, -1.48, -2.59], [-2.70, -2.49, -1.47], [-4.17, -2.81, -0.54], [-2.60, -2.08, 0.91]], "gap_ev": 6.8715, "lumo_energy_ev": -2.82, "e_homo_ev": -9.69, "charge": 1}